# 1
{
  "formula": "H26O13",
  "method": "ωB97M-V/def2-TZVPD",
  "species": ["O", "O", "O", "O", "O", "O", "O", "O", "O", "O", "O", "O", "O", "H", "H", "H", "H", "H", "H", "H", "H", "H", "H", "H", "H", "H", "H", "H", "H", "H", "H", "H", "H", "H", "H", "H", "H", "H", "H"],
  "positions_angstrom": [[-0.79, 2.40, 2.05], [-2.91, -1.34, 2.44], [-3.15, -0.18, -2.80], [1.32, 1.11, 0.73], [2.19, 1.22, -3.08], [0.95, -1.67, -0.93], [-0.13, -2.48, 1.46], [0.38, -4.23, -0.51], [1.77, 3.46, 1.66], [-0.53, 0.97, -1.97], [-1.91, -0.96, -0.03], [3.23, -1.62, 2.45], [-1.83, 3.26, -1.56], [0.35, -3.75, 0.35], [1.75, -2.25, -0.92], [1.91, 0.74, 1.28], [-1.21, 2.63, -1.07], [-0.92, 2.67, 1.14], [-1.26, -0.26, -0.10], [-2.84, 0.68, -2.74], [2.84, -2.38, 2.71], [-0.15, 1.25, -2.81], [2.66, 1.98, -2.72], [-2.61, -0.49, -2.08], [2.82, 0.75, -3.42], [1.54, 1.96, 0.18], [0.96, -1.34, 0.05], [1.52, 2.92, 2.34], [-0.80, -2.80, 2.25], [1.17, 4.21, 1.72], [-3.60, -1.18, 1.76], [-1.10, 1.59, 2.28], [3.12, -0.77, 2.99], [0.09, 0.12, -1.65], [1.17, -4.08, -0.93], [-1.93, -1.24, 2.02], [-1.85, 2.76, -2.45], [-0.48, -1.99, 0.73], [-1.74, -1.67, -0.81]],
  "mulliken_charge": [-0.54, -0.64, -0.64, -0.48, -0.49, -0.72, -0.77, -0.61, -0.60, -0.36, -0.74, -0.61, -0.65, 0.41, 0.28, 0.19, 0.37, 0.28, 0.23, 0.26, 0.29, 0.21, 0.29, 0.35, 0.22, 0.32, 0.31, 0.29, 0.33, 0.31, 0.31, 0.25, 0.33, 0.22, 0.26, 0.32, 0.30, 0.50, 0.42],
  "de_lowest_ev": 6.245,
  "charge": 0,
  "homo_energy_ha": -0.40015,
  "gap_ev": 10.6
}

# 2
{
  "formula": "C16H32BO12Ti",
  "method": "ωB97M-V/def2-TZVPD",
  "species": ["Ti", "O", "O", "O", "O", "O", "O", "O", "O", "O", "O", "O", "O", "C", "C", "C", "C", "C", "C", "C", "C", "C", "C", "C", "C", "C", "C", "C", "C", "B", "H", "H", "H", "H", "H", "H", "H", "H", "H", "H", "H", "H", "H", "H", "H", "H", "H", "H", "H", "H", "H", "H", "H", "H", "H", "H", "H", "H", "H", "H", "H", "H"],
  "positions_angstrom": [[-0.01, -1.01, 0.43], [-1.97, 4.59, -2.01], [-3.02, 5.98, -3.40], [-0.01, 3.29, -1.52], [-0.12, -2.63, 2.25], [0.17, 1.42, -0.32], [-0.73, 3.08, 1.84], [-2.28, -0.64, -0.02], [-0.59, 7.68, -2.84], [1.95, -0.55, 2.10], [0.01, 5.80, -1.75], [-0.85, 4.64, 0.18], [1.33, -0.94, -1.53], [-2.01, -4.10, 1.62], [1.68, -1.68, -2.73], [3.05, -1.32, -3.27], [-0.83, 6.60, -2.38], [-4.24, 0.53, 0.96], [-2.94, 0.64, 0.17], [1.40, -3.17, -2.53], [4.03, 0.18, 1.16], [-0.51, -3.87, 1.64], [-3.20, 1.19, -1.25], [-0.10, 2.59, -0.42], [-0.62, 3.48, 0.72], [2.60, 1.67, 2.68], [3.11, 0.29, 2.37], [0.28, -5.04, 2.18], [-2.09, 5.75, -2.69], [-0.69, 4.62, -1.29], [0.35, -3.47, -2.60], [-0.38, -2.66, 3.18], [-2.60, -3.19, 1.50], [1.40, -0.50, 2.89], [-2.84, -1.25, -0.51], [-3.44, 2.26, -1.19], [2.03, 1.76, 3.61], [1.97, 2.10, 1.90], [1.30, -5.12, 1.80], [-5.12, 0.35, 0.34], [-4.40, 1.41, 1.59], [-4.20, -0.34, 1.62], [1.87, -0.14, -1.51], [3.53, -0.78, -2.43], [3.07, -0.55, -4.04], [-0.20, -6.02, 2.10], [-2.22, 1.25, 0.69], [4.13, -0.90, 0.97], [-2.35, 1.09, -1.91], [3.65, -0.18, 3.20], [3.64, 0.62, 0.24], [1.97, -3.80, -3.20], [-0.29, -3.69, 0.58], [-2.46, -4.58, 2.50], [-2.30, -4.71, 0.76], [-4.09, 0.78, -1.74], [1.69, -3.43, -1.50], [0.88, -1.31, -3.40], [3.43, 2.38, 2.87], [3.77, -2.12, -3.43], [4.99, 0.57, 1.50], [0.43, -4.89, 3.26]],
  "mulliken_spin": [2.79, 0.00, 0.00, -0.01, -0.02, -0.02, 0.01, -0.07, 0.00, 0.01, 0.00, 0.00, -0.09, 0.03, -0.01, 0.00, 0.00, -0.01, 0.01, 0.08, 0.00, -0.01, 0.01, 0.03, 0.01, 0.01, 0.00, 0.01, 0.00, 0.01, 0.01, 0.00, -0.02, 0.00, 0.00, 0.00, 0.00, 0.00, 0.00, 0.00, 0.00, 0.00, 0.02, 0.00, 0.00, 0.00, 0.02, 0.00, 0.00, 0.00, 0.00, 0.00, 0.17, 0.00, -0.01, 0.00, 0.00, 0.00, 0.00, 0.00, 0.00, 0.00],
  "de_lowest_ev": 1.375,
  "multiplicity": 4,
  "charge": 0,
  "homo_energy_ha": [-0.19089, -0.34386],
  "gap_ev": [5.0, 9.0]
}

# 3
{
  "formula": "C6H8O2",
  "method": "ωB97M-V/def2-TZVPD",
  "species": ["O", "O", "C", "C", "C", "C", "C", "C", "H", "H", "H", "H", "H", "H", "H", "H"],
  "positions_angstrom": [[-0.90, 1.61, -0.66], [1.42, -2.48, 0.25], [-0.95, -2.57, 0.49], [1.18, 2.62, 0.12], [0.39, -0.40, -0.14], [-0.72, 0.28, -0.29], [0.17, 2.44, -0.72], [0.37, -1.84, 0.20], [1.95, 3.38, -0.04], [1.35, 0.05, -0.34], [1.28, 2.00, 1.01], [0.00, 3.21, -1.48], [-1.75, -0.08, -0.09], [-1.59, -2.58, -0.39], [-1.52, -2.05, 1.26], [-0.69, -3.59, 0.82]],
  "mulliken_charge": [-0.35, -0.58, -1.18, -0.78, -0.28, -0.24, 0.04, 0.61, 0.27, 0.53, 0.35, 0.31, 0.31, 0.34, 0.36, 0.29],
  "de_lowest_ev": 1.964,
  "charge": 0,
  "smiles": "C=CO/C=C/C(C)=O",
  "homo_energy_ha": -0.34439,
  "gap_ev": 9.9
}

# 4
{
  "formula": "C3H11N2O",
  "method": "ωB97M-V/def2-TZVPD",
  "species": ["O", "N", "N", "C", "C", "C", "H", "H", "H", "H", "H", "H", "H", "H", "H", "H", "H"],
  "positions_angstrom": [[1.80, -1.47, -2.49], [-0.40, -0.17, 1.97], [0.22, -1.01, -0.52], [-0.36, 0.34, -0.33], [-1.24, 2.16, 1.11], [-0.56, 0.78, 0.91], [-0.41, -1.78, -0.83], [-1.22, -0.78, 2.00], [2.08, -1.07, -3.33], [-1.32, 2.37, 2.23], [0.14, 0.14, 2.78], [1.03, -1.05, -1.18], [-2.37, 2.19, 0.36], [0.48, -1.46, 0.41], [2.46, -2.12, -2.16], [-0.56, 2.96, 0.67], [-0.51, 0.92, -1.30]],
  "mulliken_spin": [0.00, 0.43, 0.00, 0.34, 0.04, 0.10, 0.01, 0.00, 0.00, 0.00, -0.01, 0.02, 0.07, 0.00, 0.00, 0.00, -0.01],
  "de_lowest_ev": 2.534,
  "multiplicity": 2,
  "charge": 2,
  "homo_energy_ha": [-0.74145, -0.73709],
  "gap_ev": [11.4, 6.7]
}